No. 1
The following is a DFT calculation (ωB97M-V/def2-TZVPD) of a structure of composition C62H53Cl4CuF12N11O26S4 in a non-equilibrium geometry.

Calculated values
E_LUMO (spin up / spin down)	-4.772 / -8.636	eV
expectation value of S²	2.028
E_tot	-11223.85890	a.u.
frontier orbital gap (spin up / spin down)	0.2321 / 0.0901	Ha
largest force on an atom	6.56	eV Å⁻¹

Structure (ORCA input):
```
! wB97M-V def2-TZVPD RIJCOSX def2/J DEFGRID3
* xyz 1 3
Cu 2.270 0.670 -1.903
C 2.795 0.986 -5.934
F 3.636 1.168 -7.038
F 1.602 1.488 -6.333
F 2.858 -0.319 -5.640
S 3.583 1.917 -4.460
O 4.429 0.906 -3.862
O 4.372 3.032 -5.074
N 2.245 2.154 -3.355
S 2.049 3.679 -3.619
O 2.913 4.525 -2.864
O 1.754 4.034 -4.990
C 0.360 3.815 -2.677
F 0.174 5.066 -2.280
F -0.622 3.287 -3.445
F 0.451 3.024 -1.589
C -1.387 -0.222 -2.842
F -0.762 0.678 -3.653
F -2.177 0.295 -1.871
F -2.050 -1.134 -3.517
S 0.081 -1.160 -1.881
O -0.397 -2.417 -1.333
O 1.131 -1.208 -2.911
N 0.671 -0.063 -0.795
S 0.193 -0.464 0.640
O -1.230 -0.369 0.770
O 0.810 -1.703 1.105
C 1.024 1.006 1.647
F 2.287 0.890 1.306
F 0.547 2.218 1.217
F 0.951 0.763 2.959
Cl 1.135 -1.968 -7.394
C -0.185 -1.326 -6.443
C -1.434 -1.207 -7.339
Cl -2.085 -2.813 -7.667
H 0.079 -0.358 -6.018
H -0.298 -1.991 -5.587
H -1.276 -0.705 -8.294
H -2.188 -0.736 -6.709
Cl -1.677 -6.285 1.748
C -1.307 -4.707 0.943
C -2.419 -3.638 1.290
Cl -2.155 -2.807 2.834
H -1.225 -5.030 -0.095
H -0.290 -4.406 1.196
H -3.375 -4.158 1.360
H -2.496 -2.923 0.471
C -5.915 -0.694 2.463
C -7.183 -0.429 2.121
C -7.604 -0.297 0.838
C -6.648 -0.069 -0.146
C -5.283 -0.202 0.166
C -4.936 -0.568 1.478
N -6.971 0.306 -1.489
O -6.024 0.464 -2.292
O -8.057 0.716 -1.805
H -5.600 -0.769 3.494
H -7.943 -0.410 2.888
H -8.637 -0.323 0.523
H -4.452 -0.053 -0.508
H -3.873 -0.605 1.665
C 5.855 5.370 1.398
C 5.138 5.229 0.227
C 4.904 4.045 -0.315
C 5.479 2.916 0.309
C 6.368 2.960 1.424
C 6.371 4.202 2.005
N 5.186 1.573 -0.232
O 5.949 0.635 -0.131
O 4.119 1.575 -0.890
H 6.048 6.351 1.805
H 4.741 6.140 -0.194
H 4.462 3.941 -1.295
H 6.724 1.990 1.738
H 6.967 4.244 2.905
C 7.078 -4.407 -3.837
C 6.232 -3.482 -4.568
C 5.487 -2.623 -3.733
C 5.502 -2.737 -2.309
C 6.407 -3.569 -1.656
C 7.141 -4.492 -2.442
N 4.622 -1.932 -1.433
O 4.588 -2.072 -0.224
O 3.819 -1.172 -1.992
H 7.737 -5.003 -4.451
H 6.242 -3.377 -5.643
H 4.942 -1.790 -4.152
H 6.477 -3.832 -0.611
H 7.760 -5.248 -1.983
C 5.603 -2.507 3.340
C 4.790 -1.435 3.086
C 3.557 -1.334 3.762
C 3.207 -2.278 4.723
C 4.099 -3.404 5.014
C 5.299 -3.453 4.332
N 1.811 -2.214 5.297
O 1.612 -2.760 6.386
O 0.980 -1.665 4.622
H 6.419 -2.748 2.674
H 5.136 -0.781 2.299
H 2.881 -0.553 3.445
H 3.870 -4.087 5.819
H 5.977 -4.277 4.497
C 1.859 -4.877 -0.690
C 2.632 -5.722 -1.497
C 3.864 -6.246 -1.050
C 4.368 -5.796 0.168
C 3.547 -4.957 0.975
C 2.367 -4.452 0.545
N 5.659 -6.337 0.730
O 6.224 -7.259 0.137
O 6.078 -5.847 1.731
H 0.934 -4.588 -1.167
H 2.226 -5.976 -2.465
H 4.466 -6.859 -1.704
H 3.822 -4.832 2.012
H 1.862 -3.745 1.187
C -2.216 3.890 -0.600
C -3.164 3.867 -1.625
C -3.986 4.975 -1.821
C -3.988 6.042 -1.035
C -3.004 6.077 0.044
C -2.184 4.961 0.222
N -4.989 7.101 -1.051
O -5.545 7.240 -2.146
O -5.045 7.913 -0.093
H -1.690 2.985 -0.333
H -3.294 2.882 -2.047
H -4.766 5.037 -2.565
H -2.946 6.946 0.681
H -1.390 5.065 0.947
C -8.751 -2.514 -3.583
C -8.682 -1.425 -4.481
C -7.490 -1.047 -5.057
C -6.391 -1.873 -4.975
C -6.446 -2.987 -4.120
C -7.600 -3.230 -3.334
N -5.087 -1.557 -5.708
O -4.073 -1.974 -5.217
O -5.176 -0.670 -6.617
H -9.662 -2.721 -3.040
H -9.541 -0.776 -4.573
H -7.596 -0.105 -5.573
H -5.537 -3.522 -3.890
H -7.619 -4.090 -2.681
C 0.661 0.839 6.178
C 1.862 0.835 6.880
C 1.883 1.008 8.321
C 0.652 1.064 9.015
C -0.552 0.843 8.225
C -0.568 0.768 6.835
N 0.633 1.348 10.426
O 1.145 2.371 10.828
O 0.135 0.506 11.196
H 0.589 0.799 5.101
H 2.801 0.837 6.346
H 2.864 0.986 8.773
H -1.537 0.768 8.661
H -1.526 0.743 6.338
C -5.411 4.833 2.455
C -4.373 5.655 3.059
C -3.140 5.089 3.468
C -3.017 3.727 3.378
C -4.007 2.959 2.782
C -5.249 3.510 2.505
N -1.778 3.017 3.864
O -1.586 1.794 3.711
O -1.052 3.655 4.606
H -6.285 5.352 2.089
H -4.544 6.717 2.967
H -2.377 5.743 3.864
H -4.054 1.882 2.836
H -6.047 2.867 2.166
*
```

Results of the Löwdin charge analysis, in e, for atoms 1 through 5: Cu 0.792; C -0.551; F 0.093; F 0.123; F 0.089

No. 2
The following is a DFT calculation (ωB97M-V/def2-TZVPD) of a cluster of 2 separate species, ClFS in total in a non-equilibrium geometry.

Calculated values
E_LUMO (spin up / spin down)	-4.640 / -4.642	eV
E_tot	-958.08675	a.u.
ΔE to the lowest compared entry with this formula, charge and spin	3.033	eV
frontier orbital gap (spin up / spin down)	0.2070 / 0.2068	Ha
largest force on an atom	2.57	eV Å⁻¹

Structure (ORCA input):
```
! wB97M-V def2-TZVPD RIJCOSX def2/J DEFGRID3
* xyz 0 1
F 1.266 -0.691 -0.002
S 0.910 0.865 0.001
Cl -2.176 -0.174 0.001
*
```

Calculated atomic charges, method Löwdin, unit e: F -0.550; S 0.779; Cl -0.229

No. 3
The following is a DFT calculation (ωB97M-V/def2-TZVPD) of a structure of composition C5H12N5 in a non-equilibrium geometry.

Calculated values
E_LUMO (spin up / spin down)	-2.631 / -7.500	eV
expectation value of S²	2.010
E_tot	-470.95017	a.u.
ΔE to the lowest compared entry with this formula, charge and spin	3.258	eV
frontier orbital gap (spin up / spin down)	0.2064 / 0.1826	Ha
largest force on an atom	5.21	eV Å⁻¹

Structure (ORCA input):
```
! wB97M-V def2-TZVPD RIJCOSX def2/J DEFGRID3
* xyz 1 3
C -1.643 -1.982 0.939
C 1.955 1.088 0.665
C 0.966 -0.012 0.994
C 0.646 0.906 -1.478
C -0.656 0.591 -0.622
N -1.355 -1.983 -0.220
N 1.636 1.621 -0.739
N -0.353 0.435 0.654
N -1.521 -2.061 2.129
N -1.507 -1.060 -1.204
H 1.812 2.031 1.257
H 2.936 0.833 0.693
H 1.194 -0.875 0.201
H 1.000 -0.502 1.938
H 1.044 -0.050 -1.889
H 0.246 1.362 -2.402
H -1.426 1.275 -0.963
H 1.346 2.583 -0.644
H -1.892 -2.585 2.870
H -0.931 0.705 1.459
H -2.480 -0.895 -1.571
H -1.016 -1.424 -2.066
*
```

Results of the Löwdin charge analysis, in e, for atoms 1 through 5: C -0.299; C -0.064; C -0.164; C -0.150; C -0.255

No. 4
The following is a DFT calculation (ωB97M-V/def2-TZVPD) of a structure of composition C33H42BF4LiO13 in a non-equilibrium geometry.

Calculated values
E_LUMO	-0.790	eV
E_tot	-2692.42612	a.u.
ΔE to the lowest compared entry with this formula, charge and spin	4.490	eV
frontier orbital gap	0.2431	Ha
largest force on an atom	12.13	eV Å⁻¹

Structure (ORCA input):
```
! wB97M-V def2-TZVPD RIJCOSX def2/J DEFGRID3
* xyz 0 1
Li 1.854 -1.872 -2.435
B 0.319 -0.386 -0.087
F -0.726 0.550 -0.454
F 1.418 0.359 0.114
F -0.119 -1.049 1.058
F 0.442 -1.323 -1.007
C 3.705 -1.777 -0.329
O 3.528 -1.223 -1.513
H 4.881 -1.944 -0.085
H 3.098 -2.701 -0.210
H 3.323 -0.996 0.467
H 4.402 -0.800 -1.637
C -0.392 4.158 -2.043
O -0.285 4.023 -3.410
H -0.282 3.190 -1.551
H -1.203 4.623 -1.750
H 0.302 4.824 -1.781
H -0.504 4.845 -3.761
C 0.521 -3.976 1.429
O -0.518 -4.328 0.580
H 0.225 -3.306 2.297
H 1.194 -3.229 0.810
H 1.207 -4.931 1.503
H -0.458 -3.911 -0.122
C -5.415 2.073 2.553
C -4.766 0.920 1.995
C -3.387 0.920 1.910
C -2.612 1.976 2.302
C -3.269 3.144 2.856
C -4.674 3.199 2.812
O -5.314 4.339 3.277
O -2.727 -0.332 1.734
H -6.463 2.211 2.511
H -5.221 -0.076 1.673
H -1.681 2.042 2.465
H -2.796 3.936 2.972
H -6.129 4.146 3.737
H -1.800 -0.067 1.515
C -0.326 -3.955 -2.862
C -1.494 -4.546 -3.445
C -1.357 -5.706 -4.269
C -0.059 -6.079 -4.610
C 1.189 -5.567 -4.063
C 0.976 -4.475 -3.201
O 1.973 -3.802 -2.653
O -2.331 -6.407 -4.787
H -0.522 -3.227 -2.071
H -2.501 -4.162 -3.117
H -0.189 -6.905 -5.314
H 2.184 -5.846 -4.463
H 2.842 -4.168 -3.022
H -2.836 -6.863 -4.118
C 4.253 5.485 0.407
C 4.442 4.039 0.258
C 3.268 3.134 0.493
C 2.054 3.611 0.932
C 1.974 4.983 1.031
C 2.990 5.960 0.844
O 2.831 7.290 0.874
O 3.400 1.795 0.225
H 5.218 6.077 0.188
H 5.385 3.515 0.153
H 1.122 2.892 1.168
H 1.170 5.404 1.138
H 3.671 7.548 0.788
H 2.712 1.160 -0.026
C 3.415 0.228 6.339
C 2.613 1.395 5.916
C 2.333 1.714 4.484
C 2.357 0.649 3.623
C 2.865 -0.617 4.001
C 3.502 -0.784 5.254
O 4.109 -1.886 5.583
O 1.884 2.973 4.264
H 3.645 0.146 7.317
H 2.382 1.994 6.708
H 1.955 0.668 2.464
H 2.971 -1.493 3.529
H 4.944 -1.753 5.929
H 1.601 3.311 4.997
C -2.788 -0.931 -2.259
C -3.954 -1.906 -2.191
C -4.799 -1.961 -3.380
C -4.633 -1.197 -4.554
C -3.554 -0.357 -4.566
C -2.684 -0.115 -3.435
O -1.591 0.780 -3.502
O -5.666 -2.958 -3.302
H -1.929 -0.969 -1.445
H -4.026 -2.417 -1.353
H -5.228 -1.320 -5.529
H -3.564 0.396 -5.487
H -1.362 0.945 -2.635
H -6.516 -2.972 -3.643
*
```

Results of the Löwdin charge analysis, in e, for atoms 1 through 5: Li 0.753; B -1.399; F 0.074; F 0.177; F 0.141

No. 5
The following is a DFT calculation (ωB97M-V/def2-TZVPD) of a structure of composition C33H55AuNP2 in a non-equilibrium geometry.

Calculated values
E_LUMO (spin up / spin down)	-2.010 / -4.597	eV
expectation value of S²	2.023
E_tot	-2163.11900	a.u.
ΔE to the lowest compared entry with this formula, charge and spin	1.627	eV
frontier orbital gap (spin up / spin down)	0.2622 / 0.1640	Ha
largest force on an atom	3.33	eV Å⁻¹

Structure (ORCA input):
```
! wB97M-V def2-TZVPD RIJCOSX def2/J DEFGRID3
* xyz 1 3
Au 0.007 -0.704 0.605
C -1.870 3.437 1.706
C -1.788 3.714 0.315
C -3.623 2.378 0.674
C -3.027 2.652 1.932
C -2.893 3.084 -0.323
C -0.961 3.928 2.760
H -0.014 4.273 2.333
H -0.742 3.136 3.488
H -1.403 4.769 3.316
C -3.555 2.253 3.252
H -2.743 1.955 3.927
H -4.250 1.413 3.157
H -4.100 3.079 3.740
C -4.805 1.523 0.461
H -5.714 1.965 0.899
H -4.660 0.535 0.929
H -4.985 1.369 -0.609
C -3.287 3.204 -1.739
H -4.178 3.844 -1.856
H -3.545 2.224 -2.166
H -2.490 3.652 -2.342
C -0.796 4.596 -0.335
H -1.141 5.644 -0.340
H -0.621 4.305 -1.378
H 0.166 4.574 0.195
C 4.832 -1.041 -0.299
C 4.886 0.287 -0.007
C 5.714 1.265 -0.788
C 5.595 1.144 -2.330
C 4.249 0.717 -2.801
C 3.951 -0.565 -3.139
C 4.753 -1.787 -2.765
C 5.554 -1.681 -1.449
H 6.772 1.136 -0.506
H 6.381 0.470 -2.706
H 5.447 2.294 -0.496
H 6.509 -1.173 -1.636
H 4.388 -1.758 0.398
H 4.633 0.667 0.984
H 5.805 -2.705 -1.146
H 4.082 -2.665 -2.717
H 3.187 -0.752 -3.891
H 5.455 -1.993 -3.587
H 5.803 2.132 -2.760
H 3.541 1.523 -3.014
P 2.137 0.032 0.421
P -0.374 -0.330 -1.849
C 2.228 -1.057 -1.073
C 1.150 -1.243 -2.178
H 2.635 -2.034 -0.770
H 3.041 -0.494 -1.543
H 1.530 -0.926 -3.158
H 0.927 -2.316 -2.242
C -1.747 -1.127 -2.701
H -2.466 -0.358 -3.017
H -2.271 -1.824 -2.036
H -1.395 -1.671 -3.589
C -0.223 1.320 -2.569
H 0.189 1.273 -3.588
H 0.411 1.976 -1.964
H -1.223 1.776 -2.610
C 2.759 -0.590 2.009
H 2.467 0.140 2.778
H 3.843 -0.732 2.042
H 2.263 -1.541 2.249
C 2.304 1.798 0.214
H 1.578 2.194 -0.501
H 3.310 2.084 -0.116
H 2.099 2.277 1.183
C -1.488 -4.912 1.627
N -2.376 -4.534 0.575
C -3.358 -5.481 0.150
C -2.483 -3.140 0.184
C -2.646 -2.208 1.360
C -3.801 -2.402 2.124
C -3.940 -1.814 3.369
C -2.952 -0.910 3.785
C -1.861 -0.616 2.950
C -1.707 -1.239 1.725
H -1.937 -4.771 2.626
H -0.559 -4.328 1.581
H -1.263 -5.979 1.511
H -4.244 -5.483 0.808
H -3.691 -5.249 -0.869
H -2.919 -6.485 0.181
H -1.573 -2.860 -0.377
H -3.367 -3.071 -0.477
H -4.566 -3.093 1.769
H -4.795 -2.041 4.004
H -3.035 -0.448 4.763
H -1.130 0.116 3.295
*
```

Results of the Löwdin charge analysis, in e, for atoms 1 through 5: Au 0.770; C -0.207; C -0.183; C -0.170; C -0.198